No. 1
The following is a DFT calculation (the ωB97M-V functional and the def2-TZVPD basis) of a structure of composition C48H55BrN7O4STeTi.

Results
- electronic energy (Eh) = -6635.98602
- E_LUMO (alpha / beta) (Eh) = 0.0086 / 0.0024
- HOMO energy (alpha / beta) (eV) = -5.22 / -5.22
- multiplicity = 2
- <S²> = 0.75

XYZ file:
```
118
C48H55BrN7O4STeTi | the Open Molecules 2025 dataset | the ωB97M-V functional and the def2-TZVPD basis
Ti -0.339 0.265 -0.319
N 0.300 -2.058 -1.221
C -0.508 -2.836 -0.926
N -1.300 -3.804 -0.579
C -2.126 -3.681 0.611
C -3.520 -3.188 0.225
C -4.148 -4.141 -0.789
C -3.242 -4.267 -2.014
C -1.838 -4.700 -1.588
H -1.648 -2.972 1.289
H -2.177 -4.668 1.084
H -3.418 -2.192 -0.213
H -4.136 -3.113 1.122
H -5.138 -3.785 -1.084
H -4.272 -5.124 -0.326
H -3.180 -3.305 -2.530
H -3.644 -5.004 -2.711
H -1.163 -4.713 -2.447
H -1.873 -5.702 -1.144
Br -0.850 1.730 4.364
C -2.444 1.415 3.410
C -3.636 1.893 3.912
C -4.820 1.628 3.239
C -4.800 0.882 2.064
C -3.610 0.391 1.575
C -2.402 0.641 2.246
C -1.152 0.139 1.688
O -0.037 0.714 1.848
O -1.174 -0.906 0.925
H -3.638 2.463 4.828
H -5.754 1.995 3.633
H -5.723 0.698 1.536
H -3.572 -0.168 0.650
C 6.487 -2.422 -6.906
C 5.375 -1.920 -6.040
C 5.620 -1.030 -5.007
C 4.590 -0.549 -4.214
C 4.902 0.412 -3.104
C 3.281 -0.970 -4.457
Te 1.757 -0.335 -2.922
N -0.118 0.473 -2.263
C -1.353 0.073 -2.446
O -2.054 0.062 -1.348
C -1.946 -0.229 -3.737
C -3.283 -0.651 -3.833
C -3.848 -0.897 -5.065
C -3.111 -0.724 -6.232
C -1.788 -0.307 -6.145
C -1.208 -0.064 -4.919
C 1.976 1.588 -3.871
C 1.960 1.610 -5.263
C 1.986 2.799 -5.966
C 2.039 3.997 -5.274
C 2.084 3.985 -3.893
C 2.051 2.795 -3.173
C 2.152 2.852 -1.681
C 3.028 -1.877 -5.482
C 1.628 -2.339 -5.768
C 4.075 -2.340 -6.268
H 7.448 -2.088 -6.526
H 6.362 -2.046 -7.920
H 6.479 -3.510 -6.945
H 6.638 -0.718 -4.810
H 5.977 0.486 -2.955
H 4.428 0.080 -2.175
H 4.514 1.400 -3.351
H -3.864 -0.759 -2.927
H -4.878 -1.220 -5.121
H -3.563 -0.914 -7.195
H -1.211 -0.156 -7.047
H -0.184 0.287 -4.859
H 1.947 0.671 -5.800
H 1.954 2.788 -7.046
H 2.049 4.934 -5.808
H 2.142 4.921 -3.354
H 1.713 3.775 -1.307
H 3.200 2.840 -1.378
H 1.642 2.008 -1.217
H 0.990 -2.142 -4.901
H 1.609 -3.403 -5.999
H 1.222 -1.805 -6.628
H 3.889 -3.045 -7.068
C 3.410 0.708 1.587
S 2.725 -0.604 0.496
O 1.564 0.165 -0.126
C 2.112 -1.732 1.735
C 1.622 -1.330 2.979
C 1.198 -2.283 3.883
C 1.271 -3.636 3.576
C 1.736 -4.033 2.327
C 2.150 -3.091 1.408
H 2.569 1.285 1.965
H 4.042 1.338 0.969
H 3.997 0.283 2.391
H 1.532 -0.287 3.235
H 0.813 -1.956 4.836
H 0.950 -4.376 4.293
H 1.777 -5.084 2.077
H 2.499 -3.389 0.428
C -4.922 4.071 0.316
C -4.508 4.062 -1.154
C -4.498 2.638 -1.710
C -3.132 4.739 -1.329
N -2.092 3.941 -0.753
C -1.328 2.971 -1.332
N -0.763 2.265 -0.357
N -1.175 2.809 0.790
N -1.959 3.788 0.585
H -5.876 3.566 0.441
H -5.020 5.088 0.690
H -4.176 3.562 0.922
H -5.224 4.658 -1.730
H -3.818 1.994 -1.154
H -4.195 2.622 -2.756
H -5.494 2.209 -1.642
H -3.136 5.707 -0.817
H -2.901 4.883 -2.389
H -1.204 2.834 -2.388
```

No. 2
The following is a DFT calculation (the ωB97M-V functional and the def2-TZVPD basis) of a cluster of 6 separate species, C48H56Cl2N8 in total.

Results
- total charge = +6
- electronic energy (Eh) = -3218.86585
- E_LUMO (Eh) = -0.4635
- HOMO energy (eV) = -18.38

XYZ file:
```
114
C48H56Cl2N8 | the Open Molecules 2025 dataset | the ωB97M-V functional and the def2-TZVPD basis
C 15.650 20.002 4.964
N 16.432 18.781 4.785
C 16.106 17.640 5.417
C 16.887 16.516 5.148
C 17.964 16.428 4.217
C 18.218 17.664 3.599
C 17.437 18.817 3.877
C 18.773 15.110 3.962
C 19.036 14.169 4.980
C 19.813 13.083 4.761
N 20.432 12.936 3.560
C 20.178 13.847 2.493
C 19.314 14.886 2.696
C 21.374 11.792 3.296
H 15.072 19.880 5.880
H 14.923 19.998 4.152
H 16.281 20.891 4.931
H 15.259 17.758 6.077
H 16.696 15.573 5.638
H 19.071 17.678 2.937
H 17.620 19.775 3.412
H 18.626 14.362 5.961
H 20.196 12.501 5.586
H 20.702 13.622 1.576
H 19.246 15.548 1.845
H 20.963 11.123 2.540
H 21.660 11.386 4.266
H 22.215 12.324 2.850
C 25.922 16.412 3.298
N 26.555 17.725 3.021
C 25.786 18.815 2.884
C 26.336 20.073 2.754
C 27.747 20.270 2.821
C 28.522 19.067 2.872
C 27.920 17.783 2.925
C 28.322 21.604 2.841
C 27.815 22.533 3.698
C 28.337 23.803 3.623
N 29.405 24.124 2.815
C 29.983 23.154 2.069
C 29.389 21.909 2.053
C 30.012 25.444 2.855
H 25.265 16.405 4.168
H 26.721 15.679 3.405
H 25.210 16.178 2.506
H 24.723 18.689 3.027
H 25.723 20.941 2.565
H 29.588 18.940 2.755
H 28.465 16.859 3.047
H 27.026 22.366 4.416
H 27.965 24.591 4.261
H 30.839 23.473 1.492
H 29.874 21.102 1.523
H 29.719 26.008 3.739
H 29.668 25.923 1.938
H 31.101 25.398 2.859
C 26.746 14.389 6.779
N 27.283 13.245 5.915
C 26.581 12.089 5.920
C 26.879 11.126 4.981
C 27.907 11.320 4.092
C 28.619 12.523 4.121
C 28.272 13.525 5.053
C 28.275 10.236 3.126
C 28.218 10.497 1.761
C 28.617 9.498 0.904
N 28.916 8.248 1.396
C 28.964 7.968 2.695
C 28.673 8.969 3.617
C 29.108 7.099 0.462
H 25.900 14.847 6.267
H 27.603 15.041 6.943
H 26.480 13.934 7.734
H 25.759 12.039 6.618
H 26.297 10.217 4.994
H 29.332 12.803 3.359
H 28.858 14.410 5.254
H 28.004 11.473 1.350
H 28.580 9.498 -0.175
H 29.360 6.987 2.909
H 28.662 8.816 4.686
H 29.845 6.380 0.819
H 29.650 7.591 -0.346
H 28.215 6.650 0.026
C 24.609 13.180 16.177
N 24.394 13.811 14.853
C 23.148 14.205 14.502
C 22.900 14.685 13.253
C 23.919 14.847 12.324
C 25.223 14.554 12.765
C 25.440 14.014 14.055
C 23.584 15.330 10.943
C 22.379 14.970 10.393
C 22.044 15.299 9.104
N 22.888 16.002 8.389
C 24.096 16.449 8.843
C 24.483 16.022 10.125
C 22.486 16.470 7.047
H 24.321 13.845 16.991
H 25.675 13.107 16.393
H 24.123 12.209 16.279
H 22.389 13.965 15.232
H 21.905 15.044 13.032
H 26.102 14.820 12.195
H 26.399 13.781 14.492
H 21.699 14.375 10.986
H 21.057 15.043 8.748
H 24.709 17.068 8.204
H 25.476 16.231 10.496
H 23.449 16.414 6.539
H 22.072 17.466 7.204
H 21.730 15.812 6.620
Cl 22.412 16.628 3.577
Cl 22.970 12.767 6.334
```